No. 1
{"formula": "C3H6BrOP", "method": "ωB97M-V with the def2-TZVPD basis set", "symbols": ["C", "C", "C", "O", "P", "Br", "H", "H", "H", "H", "H", "H"], "xyz": [[1.23446, 1.57026, -0.07096], [1.69614, 0.35105, -0.15322], [0.82324, -0.68174, -0.89248], [-0.49573, -0.59980, -0.39054], [-0.95158, -1.10348, 1.13453], [3.24393, -0.57349, 0.51550], [1.69422, 2.40012, 0.40674], [0.35427, 1.70200, -0.69658], [0.61658, -0.22554, -1.84090], [1.35594, -1.60897, -0.90660], [-2.15274, -1.36031, 0.54231], [-0.57471, -2.38567, 0.92688]], "nbo_charge": [-0.412, -0.074, -0.124, -0.796, 0.665, 0.036, 0.221, 0.224, 0.205, 0.193, -0.051, -0.086], "orbital_gap_ha": 0.368, "homo_energy_ev": -9.289, "smiles": "C=C(Br)COP", "lumo_energy_ev": 0.73, "relative_energy_kj_mol": 148.4}



No. 2
{"formula": "C3H6BrP", "method": "ωB97M-V with the def2-TZVPD basis set", "symbols": ["C", "C", "C", "P", "Br", "H", "H", "H", "H", "H", "H"], "xyz": [[-0.61897, -0.66931, 1.88158], [0.32182, 0.49204, -0.79035], [-0.29548, -0.81512, -0.49100], [-0.11243, 0.79786, 2.42401], [-1.36035, -2.21850, 2.59380], [0.54888, 0.47573, -1.76924], [-0.33967, 1.34422, -0.47479], [1.29197, 0.57093, -0.36078], [0.23362, -1.64434, -0.45904], [-1.19549, -0.96844, -0.94157], [-0.05690, 0.39549, 3.89307]], "nbo_charge": [-0.700, -0.672, -0.134, 0.394, 0.127, 0.223, 0.228, 0.220, 0.172, 0.176, -0.034], "orbital_gap_ha": [0.317, 0.317], "homo_energy_ev": [-8.553, -8.552], "lumo_energy_ev": [0.08, 0.08], "relative_energy_kj_mol": 377.2}



No. 3
{"formula": "C3H6Cl2N", "method": "ωB97M-V with the def2-TZVPD basis set", "symbols": ["C", "C", "C", "N", "Cl", "Cl", "H", "H", "H", "H", "H", "H"], "xyz": [[-0.10704, 1.31750, -0.52549], [0.45018, -0.75710, 0.33270], [-2.04055, -0.17114, 0.38978], [-0.50769, 0.26324, 0.08789], [-3.10554, 1.14798, 0.11815], [-2.32711, -1.54248, -0.53803], [-0.59131, 2.21490, -0.81994], [0.97134, 1.41014, -0.67273], [0.98626, -0.92849, -0.61192], [0.03186, -1.71780, 0.70858], [1.26173, -0.38622, 1.10653], [-2.05941, -0.50951, 1.39235]], "nbo_charge": [0.130, -0.475, -0.136, -0.255, 0.114, 0.125, 0.252, 0.223, 0.251, 0.265, 0.262, 0.245], "orbital_gap_ha": 0.386, "charge": 1, "homo_energy_ev": -15.916, "smiles": "C=[N+](C)C(Cl)Cl", "lumo_energy_ev": -5.40, "relative_energy_kj_mol": 97.7}



No. 4
{"formula": "C3H6Cl2OSi", "method": "ωB97M-V with the def2-TZVPD basis set", "symbols": ["C", "C", "C", "O", "Si", "Cl", "Cl", "H", "H", "H", "H", "H", "H"], "xyz": [[-2.69045, -1.80457, 1.51892], [-1.41279, -1.59029, 1.31242], [3.12768, 1.38107, -2.17554], [-0.72429, -0.51145, 0.86237], [1.80789, 1.82814, -1.06708], [1.53681, 2.60407, 0.86201], [-0.03080, 1.36460, -1.71622], [-2.98816, -2.78116, 2.05376], [-3.45203, -1.08282, 1.35415], [-0.67539, -2.29710, 1.82435], [-1.39822, -0.11379, 0.40564], [2.80965, 1.35264, -3.18707], [4.09012, 1.65067, -2.04770]], "nbo_charge": [-0.547, 0.144, -1.121, -0.656, 1.353, -0.331, -0.353, 0.224, 0.198, 0.170, 0.466, 0.239, 0.215], "orbital_gap_ha": 0.318, "homo_energy_ev": -8.678, "smiles": "C=[Si](Cl)Cl.C=CO", "lumo_energy_ev": -0.03, "relative_energy_kj_mol": 320.3}



No. 5
{"formula": "C3H6Cl2P", "method": "ωB97M-V with the def2-TZVPD basis set", "symbols": ["C", "C", "C", "P", "Cl", "Cl", "H", "H", "H", "H", "H", "H"], "xyz": [[1.02630, 0.20807, -1.69201], [0.03638, 1.14914, -1.08228], [-0.33057, -0.53903, 1.36711], [-1.19244, 0.23999, -0.03814], [-2.22612, -1.18295, -0.89416], [-2.45863, 1.53365, 0.67224], [1.91408, 0.64224, -2.24185], [0.90703, -0.90074, -1.73170], [-0.02899, 2.23994, -0.86808], [-0.98817, -1.19208, 1.83040], [-0.07213, 0.30758, 2.12852], [0.53481, -0.86500, 0.95485]], "nbo_charge": [-0.233, -0.591, -0.926, 1.354, -0.098, -0.106, 0.257, 0.234, 0.293, 0.271, 0.288, 0.255], "orbital_gap_ha": 0.377, "charge": 1, "homo_energy_ev": -15.162, "lumo_energy_ev": -4.90, "relative_energy_kj_mol": 53.6}



No. 6
{"formula": "C3H6ClFN", "method": "ωB97M-V with the def2-TZVPD basis set", "symbols": ["C", "C", "C", "N", "F", "Cl", "H", "H", "H", "H", "H", "H"], "xyz": [[1.36006, -0.13731, 0.98079], [0.24916, -0.75072, -0.02312], [1.03821, 0.01933, 2.46249], [-0.91077, 0.19763, -0.14671], [-0.10690, 0.62261, 2.72560], [1.54413, -1.10842, 3.49765], [2.27199, -0.70538, 0.71746], [1.66046, 0.90503, 0.56828], [0.14035, -1.74038, 0.35717], [-0.43907, 1.09469, -0.20255], [-1.69976, 0.30072, 0.49584], [-1.36917, -0.04216, -1.12388]], "nbo_charge": [-0.595, 0.042, 0.337, -0.749, -0.306, 0.180, 0.288, 0.230, 0.203, 0.447, 0.453, 0.470], "orbital_gap_ha": [0.223, 0.386], "charge": 1, "homo_energy_ev": [-12.217, -14.800], "lumo_energy_ev": [-6.14, -4.29], "relative_energy_kj_mol": 65.3}



No. 7
{"formula": "C3H6ClFO", "method": "ωB97M-V with the def2-TZVPD basis set", "symbols": ["C", "C", "C", "O", "F", "Cl", "H", "H", "H", "H", "H", "H"], "xyz": [[-1.87486, -1.01605, 0.13805], [2.26049, 1.05486, -0.43222], [-0.75040, -0.46256, 0.90496], [-3.01321, -0.18725, 0.03958], [1.17224, 1.05287, -1.17017], [0.60918, -1.39636, 1.27838], [-2.10446, -2.01528, 0.13466], [-1.52169, -0.85236, -0.95287], [2.53213, 2.05133, 0.02698], [2.26883, 0.37578, 0.45680], [3.17773, 0.68831, -0.89673], [-2.75598, 0.70671, 0.47258]], "nbo_charge": [-0.270, -0.131, -0.030, -0.709, -0.338, 0.051, 0.210, 0.265, 0.157, 0.156, 0.155, 0.485], "orbital_gap_ha": 0.306, "homo_energy_ev": -8.943, "lumo_energy_ev": -0.61, "relative_energy_kj_mol": 468.7}



No. 8
{"formula": "C3H6ClIO", "method": "ωB97M-V with the def2-TZVPD basis set", "symbols": ["C", "C", "C", "O", "Cl", "I", "H", "H", "H", "H", "H", "H"], "xyz": [[1.22536, 0.16606, -0.03701], [-0.01453, 0.03570, -0.93430], [-1.19873, -0.58784, -0.27322], [-0.65784, 0.31774, 1.94714], [-1.00018, -2.20014, 0.08719], [-3.06259, 0.28304, -0.20837], [1.39616, 1.30013, 0.16696], [1.07975, -0.45021, 0.86471], [2.10235, -0.26856, -0.53554], [-0.25689, 1.00442, -1.22295], [0.30116, -0.47762, -1.81970], [0.08599, 0.87726, 1.96509]], "nbo_charge": [-0.599, -0.546, -0.016, -0.957, 0.160, 0.380, 0.220, 0.257, 0.208, 0.232, 0.242, 0.420], "orbital_gap_ha": [0.266, 0.266], "homo_energy_ev": [-8.661, -8.653], "lumo_energy_ev": [-1.43, -1.43], "relative_energy_kj_mol": 370.1}



No. 9
{"formula": "C3H6ClN", "method": "ωB97M-V with the def2-TZVPD basis set", "symbols": ["C", "C", "C", "H", "H", "H", "H", "H", "H", "N", "Cl"], "xyz": [[-0.63065, -0.68564, -0.04635], [-0.35757, 0.71167, -0.78426], [0.47416, -0.28483, 0.90462], [-1.68774, -0.90187, 0.36536], [-0.91410, 1.69498, -0.52159], [-0.24693, 0.47797, -1.81921], [1.34989, 1.65451, 0.19602], [1.12431, -1.19801, 0.92044], [0.12828, -0.07051, 1.91675], [0.93630, 0.68685, -0.11930], [-0.17595, -2.08511, -1.01247]], "nbo_charge": [-0.222, -0.226, -0.257, 0.224, 0.191, 0.198, 0.366, 0.200, 0.196, -0.627, -0.042], "orbital_gap_ha": 0.370, "homo_energy_ev": -9.103, "smiles": "ClC1CNC1", "lumo_energy_ev": 0.96, "relative_energy_kj_mol": 108.4}



No. 10
{"formula": "C3H6ClN", "method": "ωB97M-V with the def2-TZVPD basis set", "symbols": ["C", "C", "C", "N", "Cl", "H", "H", "H", "H", "H", "H"], "xyz": [[0.33240, 0.41596, -0.16312], [0.39708, 0.50908, -1.78067], [-0.52389, -0.94849, 1.59108], [-0.16454, -0.55684, 0.33023], [0.72684, 2.08634, 0.48258], [0.52889, -0.35006, -2.30122], [-0.56660, 0.93912, -1.91358], [1.12925, 1.24667, -2.05442], [-0.26612, -0.41694, 2.43969], [-0.05655, -1.89538, 1.87847], [-1.53676, -1.02948, 1.49096]], "nbo_charge": [0.369, -0.630, -0.430, -0.430, -0.144, 0.218, 0.222, 0.216, 0.189, 0.206, 0.214], "orbital_gap_ha": 0.384, "homo_energy_ev": -9.601, "smiles": "C/N=C(/C)Cl", "lumo_energy_ev": 0.85, "relative_energy_kj_mol": 66.5}